# 1
Here is C22H35BrIrN5O4PTe4 as an isolated structure from OMol25. Energies are from the ωB97M-V functional and the def2-TZVPD basis.

* total charge: +1
* E_LUMO: -2.933 eV
* HOMO level: -0.3271 hartree
* frontier orbital gap: 0.2194 Ha
* spin multiplicity: 1

Atoms and positions in Å:
1 Ir -0.06 -0.02 -0.07
2 C 0.55 2.13 2.62
3 O 0.63 0.77 2.17
4 C 0.66 -0.22 3.12
5 C 0.76 0.02 4.47
6 C 0.75 -1.06 5.35
7 Br 0.89 -0.73 7.20
8 C 0.64 -2.36 4.90
9 C 0.55 -2.60 3.52
10 C 0.57 -1.53 2.63
11 O 0.49 -1.71 1.29
12 C 0.40 -3.95 2.97
13 N 0.32 -4.18 1.68
14 C 0.14 -5.55 1.53
15 C 0.00 -6.32 0.38
16 C -0.17 -7.67 0.54
17 C -0.20 -8.26 1.82
18 C -0.05 -7.51 2.97
19 C 0.12 -6.14 2.79
20 N 0.29 -5.10 3.69
21 H -0.30 2.26 3.29
22 H 0.41 2.73 1.72
23 H 1.48 2.42 3.12
24 H 0.84 1.02 4.86
25 H 0.64 -3.17 5.61
26 H 0.35 -2.74 1.11
27 H 0.03 -5.86 -0.61
28 H -0.29 -8.31 -0.33
29 H -0.33 -9.33 1.90
30 H -0.07 -7.97 3.95
31 H 0.32 -5.18 4.69
32 Te -0.18 -1.52 -2.17
33 Te 1.59 -0.17 -3.69
34 Te -0.03 1.96 -3.93
35 Te -0.69 2.17 -1.27
36 C 2.95 2.11 -0.42
37 C 3.15 0.69 0.04
38 O 2.03 -0.16 -0.37
39 H 3.83 2.68 -0.14
40 H 2.07 2.56 0.03
41 H 2.83 2.15 -1.50
42 H 3.25 0.63 1.13
43 H 4.03 0.25 -0.43
44 H 2.21 -1.06 -0.07
45 C -5.48 -1.36 -0.56
46 N -4.36 -0.47 -0.32
47 C -4.44 0.80 -1.04
48 P -3.31 -0.66 0.92
49 O -1.99 0.03 0.60
50 N -3.22 -2.27 1.16
51 C -2.85 -3.15 0.06
52 C -3.42 -2.95 2.44
53 N -3.90 0.00 2.30
54 C -3.03 0.27 3.42
55 C -5.22 0.61 2.39
56 H -6.43 -0.90 -0.26
57 H -5.36 -2.29 -0.01
58 H -5.55 -1.59 -1.62
59 H -5.33 1.37 -0.72
60 H -4.53 0.60 -2.11
61 H -3.55 1.39 -0.88
62 H -2.83 -2.59 -0.87
63 H -3.59 -3.95 -0.04
64 H -1.87 -3.60 0.22
65 H -3.81 -2.25 3.18
66 H -2.48 -3.38 2.81
67 H -4.14 -3.76 2.32
68 H -2.07 -0.23 3.29
69 H -3.48 -0.10 4.35
70 H -2.84 1.34 3.53
71 H -5.82 0.36 1.53
72 H -5.14 1.70 2.45
73 H -5.74 0.25 3.28



# 2
Here is C22H35Cl3N3O6Ti as an isolated structure at a distorted geometry from OMol25. Energies are from the ωB97M-V functional and the def2-TZVPD basis.

* <S²>: 0.753
* total charge: 0
* E_LUMO (alpha / beta): 0.186 / 0.184 eV
* HOMO level (alpha / beta): -0.2279 / -0.2289 hartree
* frontier orbital gap (alpha / beta): 0.2347 / 0.2357 Ha
* spin multiplicity: 2

Atoms and positions in Å:
1 O 0.39 -0.20 -1.31
2 C -0.43 -0.04 -2.44
3 C -0.17 1.28 -3.12
4 C 0.49 2.32 -2.47
5 H 0.86 2.13 -1.47
6 C 0.68 3.54 -3.08
7 H 1.19 4.34 -2.55
8 C 0.23 3.75 -4.38
9 H 0.38 4.71 -4.86
10 C -0.41 2.72 -5.05
11 H -0.76 2.87 -6.07
12 C -0.61 1.50 -4.42
13 H -1.12 0.70 -4.95
14 H -0.21 -0.82 -3.17
15 C -2.20 -1.67 -1.73
16 C -1.87 -0.24 -1.99
17 H -3.25 -1.90 -1.85
18 H -1.89 -1.96 -0.73
19 H -1.64 -2.31 -2.42
20 C -2.70 0.79 -1.82
21 C -4.11 0.76 -1.35
22 H -2.33 1.78 -2.07
23 H -4.82 1.15 -2.08
24 H -4.23 1.35 -0.44
25 H -4.42 -0.26 -1.10
26 Ti -0.08 -0.30 0.50
27 Cl -2.37 -0.10 0.28
28 C -1.16 -0.06 3.21
29 O -0.29 -0.66 2.56
30 N -1.31 -0.19 4.53
31 C -0.78 -1.33 5.24
32 C -1.99 0.82 5.30
33 H -1.85 0.62 2.73
34 H -0.21 -1.95 4.55
35 H -1.59 -1.92 5.67
36 H -0.12 -1.01 6.05
37 H -2.19 1.69 4.68
38 H -1.38 1.13 6.15
39 H -2.94 0.44 5.68
40 H 4.74 1.58 -1.54
41 H 4.62 1.92 1.16
42 C 3.66 1.47 -1.40
43 C 3.57 1.66 1.06
44 N 3.39 0.84 -0.12
45 H 3.26 0.87 -2.21
46 C 2.78 -0.34 -0.06
47 O 1.98 -0.69 0.82
48 H 3.22 1.13 1.93
49 H 3.07 -1.02 -0.87
50 H 3.20 2.46 -1.43
51 H 2.98 2.57 0.95
52 H -0.17 -5.68 1.04
53 H 2.02 -5.85 -0.58
54 C -0.54 -5.15 0.17
55 C 1.51 -5.13 -1.22
56 N 0.53 -4.39 -0.45
57 H -1.33 -4.47 0.47
58 C 0.55 -3.06 -0.39
59 O -0.21 -2.39 0.33
60 H 2.23 -4.43 -1.63
61 H 1.29 -2.57 -1.03
62 H -0.95 -5.86 -0.54
63 H 1.03 -5.67 -2.03
64 Cl 1.50 1.10 3.73
65 C 0.80 2.60 3.07
66 Cl 2.05 3.84 3.35
67 C 0.34 2.68 1.61
68 O 0.09 3.90 1.18
69 O 0.07 1.71 0.74
70 H -0.05 2.89 3.71



Which formula does entry 1 have? C22H35BrIrN5O4PTe4



The lowest total charge belongs to which entry? C22H35Cl3N3O6Ti



Number 2 is which compound? C22H35Cl3N3O6Ti